(1)
The following is a DFT calculation (the ωB97M-V functional and the def2-TZVPD basis) of a cluster of 2 separate species, C2H6OS2Si in total in a non-equilibrium geometry.

Geometry as XYZ:
```
12
Properties=species:S:1:pos:R:3:forces:R:3
C 2.275517 -0.252361 0.132116 0.66 -1.61 -2.98
C 0.969512 -0.171717 -0.082739 -1.27 0.76 0.17
O -1.439183 -1.320057 0.566593 0.82 -0.69 1.68
Si -0.025542 1.169549 0.783965 0.38 1.22 -3.64
S -2.389215 -0.467728 -0.139265 -1.66 -0.60 -3.74
S -0.735851 2.744286 -0.279158 0.30 -1.61 1.18
H 2.829454 -0.994446 -0.551503 -0.52 1.08 1.39
H 2.886135 0.504250 0.582656 0.04 0.02 0.86
H 0.382148 -0.772664 -0.813483 1.05 0.06 0.69
H 0.271821 1.194196 2.125379 0.16 0.04 2.36
H -1.739809 -0.280771 -1.409442 -0.81 0.39 0.98
H -3.284986 -1.352539 -0.915120 0.83 0.93 1.05
```
Positions in Å, forces in eV/Å.

Properties
Highest occupied orbital energy, hartree: -0.325
Relative energy (zero: lowest compared OMol25 entry of this formula, charge and spin), kJ/mol: 339.6
Net charge: 0

(2)
The following is a DFT calculation (the ωB97M-V functional and the def2-TZVPD basis) of the molecule C4H6N4 in a non-equilibrium geometry.

Geometry as XYZ:
```
14
Properties=species:S:1:pos:R:3:forces:R:3
C -1.215297 1.152916 0.083064 0.51 -2.73 -1.11
C 0.038608 0.719818 0.270981 -1.50 0.52 -0.83
N 1.236951 1.184436 -0.154483 0.54 2.85 1.76
N 2.084993 0.300856 -0.154988 1.00 -0.78 -1.63
C 1.443640 -1.027182 -0.093408 0.35 -1.06 0.48
C 0.028323 -0.739965 0.489920 0.86 -0.11 0.21
N -1.308190 -1.128858 -0.036777 2.38 -2.03 0.57
N -1.980706 0.045756 -0.320311 -0.70 1.94 0.56
H -1.664062 2.065836 0.137491 -0.89 2.45 -0.39
H 1.439148 -1.377948 -1.135936 -0.12 -0.05 0.12
H 2.211188 -1.630406 0.447328 -1.28 -0.13 -0.06
H 0.046357 -0.824714 1.557849 0.03 -0.88 0.82
H -1.130564 -1.638506 -0.878877 -0.26 -0.29 -0.87
H -2.905041 -0.043119 0.034716 -0.93 0.28 0.35
```
Positions in Å, forces in eV/Å.

Properties
Highest occupied orbital energy, hartree: -0.290
Relative energy (zero: lowest compared OMol25 entry of this formula, charge and spin), kJ/mol: 441.5
Structure (SMILES): C1=C2N=NC[C@@H]2NN1
Net charge: 0

(3)
The following is a DFT calculation (the ωB97M-V functional and the def2-TZVPD basis) of a structure of composition C29H27N3PSe2V in a non-equilibrium geometry.

Geometry as XYZ:
```
63
Properties=species:S:1:pos:R:3:forces:R:3
V 0.074382 0.263178 0.105727 0.51 0.67 0.76
C 0.839042 4.059502 1.250937 0.00 -0.02 0.01
C 0.138035 3.070422 0.374825 0.09 0.02 -0.14
C 0.743324 2.618266 -0.807002 -0.20 -0.07 -0.16
C 0.015861 1.880455 -1.750671 0.05 -0.01 0.12
C -1.305260 1.522339 -1.476448 0.12 -0.07 -0.12
C -1.870094 1.840496 -0.235613 -0.14 0.12 -0.08
C -1.154753 2.615554 0.671872 -0.12 -0.03 -0.05
H 0.878755 5.017078 0.725457 -0.01 -0.01 0.02
H 1.869870 3.768456 1.458465 0.01 0.00 -0.01
H 0.316880 4.209126 2.192591 -0.01 -0.01 0.01
H 1.761611 2.910357 -1.032661 0.01 -0.01 0.00
H 0.471687 1.605440 -2.692424 0.00 0.00 -0.01
H -1.883813 1.018503 -2.234565 -0.02 -0.01 0.00
H -2.878468 1.529731 0.002223 -0.01 0.00 0.01
H -1.605398 2.879433 1.618473 0.00 0.02 -0.01
Se -1.158793 -1.211613 1.582952 -0.43 -0.35 0.15
P 0.015807 -0.616054 3.357398 -0.09 -0.70 -0.09
Se 0.635896 1.376655 3.026104 0.03 0.18 -0.18
C -0.981083 -0.887507 4.816015 -0.03 0.03 0.13
C -1.722008 -2.063998 4.943665 0.02 0.00 -0.01
C -2.435812 -2.296939 6.105212 0.01 0.02 0.02
C -2.407915 -1.364192 7.136534 -0.01 -0.02 0.01
C -1.671241 -0.196877 7.009068 0.02 0.02 -0.01
C -0.954965 0.047043 5.846130 -0.01 0.02 -0.03
C 1.425783 -1.759715 3.415545 0.07 0.11 0.07
C 1.286935 -3.107660 3.089069 -0.06 -0.04 -0.05
C 2.364114 -3.969089 3.227674 0.02 0.01 0.01
C 3.581308 -3.493980 3.702803 -0.02 0.04 0.01
C 3.719976 -2.153593 4.035986 0.00 -0.05 0.00
C 2.647327 -1.286155 3.889171 -0.04 0.04 0.04
H -1.750411 -2.795133 4.144381 0.01 0.00 -0.02
H -3.015653 -3.203886 6.209652 0.00 0.00 -0.01
H -2.967529 -1.551586 8.043450 0.00 0.01 -0.01
H -1.654515 0.527485 7.812030 0.00 -0.01 0.00
H -0.385129 0.961826 5.737358 -0.01 0.00 0.02
H 0.340726 -3.493917 2.729757 0.00 0.02 -0.01
H 2.247430 -5.017574 2.986030 0.00 0.01 0.00
H 4.414659 -4.173068 3.828121 0.00 0.00 0.00
H 4.659713 -1.782712 4.424634 0.00 -0.01 0.00
H 2.754457 -0.240703 4.152822 0.02 -0.01 0.00
N 1.925751 -2.404603 -0.737699 -0.07 0.06 0.02
C 2.622148 -1.445485 -0.042640 -0.06 0.01 -0.04
C 3.928310 -1.771922 0.345839 0.02 0.03 0.00
C 4.704126 -0.823702 0.954964 0.03 -0.03 0.00
C 4.178628 0.454555 1.172193 0.05 -0.02 0.00
C 2.889391 0.687594 0.806138 0.02 -0.15 -0.17
N 2.083033 -0.247878 0.219249 0.11 0.07 -0.16
C 0.717393 -2.381379 -1.408003 0.07 0.02 0.05
C 0.471694 -3.446586 -2.284667 -0.03 -0.01 -0.02
C -0.742244 -3.540685 -2.913012 0.04 -0.03 -0.01
C -1.721192 -2.587104 -2.628165 -0.05 -0.07 0.08
C -1.404277 -1.580483 -1.762225 0.03 0.06 -0.11
N -0.181648 -1.418587 -1.192137 0.04 0.07 0.00
H 2.457504 -3.244348 -0.902527 0.01 -0.01 0.00
H 4.309210 -2.763821 0.142840 0.01 0.01 0.01
H 5.717155 -1.062332 1.251531 -0.01 0.01 0.00
H 4.759454 1.238676 1.634490 0.01 0.00 -0.01
H 2.430791 1.641583 0.990338 0.03 0.05 -0.02
H 1.246412 -4.182575 -2.453973 -0.01 0.00 -0.01
H -0.939671 -4.352779 -3.599694 0.00 0.01 0.00
H -2.713173 -2.644327 -3.050941 0.00 0.00 0.00
H -2.154864 -0.860383 -1.478086 -0.02 0.00 0.01
```
Positions in Å, forces in eV/Å.

Properties
Highest occupied orbital energy (spin up / spin down), hartree: -0.508 / -0.508
Relative energy (zero: lowest compared OMol25 entry of this formula, charge and spin), kJ/mol: 0.0
Spin multiplicity: 3
Net charge: +2

(4)
The following is a DFT calculation (the ωB97M-V functional and the def2-TZVPD basis) of a structure of composition C27H34N5S3SiTc in a non-equilibrium geometry.

Geometry as XYZ:
```
71
Properties=species:S:1:pos:R:3:forces:R:3
Tc 0.533481 -0.348982 -0.626464 0.99 -2.17 1.78
C 2.323937 -3.220691 -1.560956 0.05 -0.07 -0.03
N 2.374848 -2.274425 -0.427360 -0.49 0.31 -0.14
C 2.134091 -2.943428 0.845603 0.22 0.00 0.17
C 0.705377 -3.336391 0.938203 -0.23 -0.26 -0.05
N -0.201013 -2.169512 0.776281 -0.52 0.78 -0.45
C -1.467519 -2.693462 0.195961 0.02 -0.20 0.24
C -0.376612 -1.542783 2.101000 -0.14 -0.23 -0.07
C -1.323202 -2.034881 2.984429 -0.05 -0.06 0.10
C -1.473470 -1.463836 4.241587 0.03 0.00 -0.03
C -0.657151 -0.407077 4.618088 0.04 0.03 -0.08
C 0.296375 0.079317 3.732267 -0.02 -0.04 0.10
C 0.438619 -0.476921 2.463534 0.34 0.05 0.07
S 1.598067 0.234526 1.320529 -0.49 0.23 -0.02
C 3.638317 -1.576749 -0.435833 0.24 -0.15 0.03
C 4.752839 -2.025139 0.249856 0.03 -0.07 0.02
C 5.953579 -1.329475 0.150096 0.01 -0.02 0.00
C 6.042905 -0.204842 -0.652487 -0.09 -0.01 -0.07
C 4.920485 0.240213 -1.343236 0.05 0.03 0.02
C 3.718186 -0.441532 -1.222348 0.07 0.41 0.01
S 2.274223 0.039462 -2.105631 -0.14 0.17 -0.72
H 2.982070 -4.076476 -1.382502 0.02 0.02 0.04
H 2.660535 -2.713588 -2.461080 -0.01 0.04 0.01
H 1.308356 -3.578631 -1.724840 0.01 0.02 0.04
H 2.394261 -2.254459 1.647367 0.02 0.01 0.00
H 2.748783 -3.842824 0.963310 0.06 0.02 -0.07
H 0.521548 -3.805933 1.905774 -0.13 -0.01 0.02
H 0.446129 -4.069953 0.176507 0.04 0.01 -0.08
H -1.826133 -3.563685 0.748175 0.02 -0.03 0.01
H -1.275671 -2.998886 -0.830625 0.04 0.01 0.00
H -2.244147 -1.938240 0.206297 -0.03 0.00 0.05
H -1.953514 -2.870980 2.706203 0.02 0.07 0.03
H -2.226225 -1.849125 4.918004 0.05 0.02 -0.02
H -0.767859 0.046252 5.596047 0.02 -0.02 -0.07
H 0.928517 0.915641 4.009900 -0.04 -0.06 -0.02
H 4.698660 -2.908744 0.873141 0.04 0.03 -0.03
H 6.818302 -1.676303 0.700091 -0.02 0.01 0.00
H 6.978937 0.331915 -0.737247 -0.04 0.00 0.00
H 4.970222 1.122047 -1.969518 0.01 0.00 0.03
C -4.042219 4.614770 -1.042445 -0.23 0.23 -0.37
Si -3.286410 3.707530 0.375180 0.29 0.04 -0.09
C -4.335346 2.265834 0.821144 -0.27 -0.44 0.12
C -3.069505 4.831820 1.817037 0.08 0.29 0.42
C -1.548665 3.229745 -0.216227 0.07 -0.13 -0.08
C -0.702890 4.264163 -0.606058 0.08 0.08 -0.03
C 0.575644 4.024090 -1.105216 -0.15 0.15 0.07
C 0.995169 2.727126 -1.241320 -0.36 -0.35 0.03
N 0.186927 1.706317 -0.887342 0.21 0.55 -0.17
C -1.019568 1.945308 -0.359177 -0.08 0.33 0.14
S -1.674966 0.416155 0.202488 0.41 0.53 -0.61
H -5.052149 4.956029 -0.788422 0.11 -0.03 -0.05
H -4.115118 3.966143 -1.921428 -0.02 0.10 0.03
H -3.455274 5.496600 -1.319327 -0.08 -0.08 -0.01
H -5.310684 2.655690 1.135977 0.07 -0.11 -0.03
H -3.919545 1.677985 1.643512 -0.08 0.03 -0.04
H -4.495219 1.601189 -0.032933 -0.04 0.03 0.10
H -4.044045 5.161743 2.193559 0.12 -0.02 -0.01
H -2.499873 5.726573 1.544527 -0.05 -0.08 0.08
H -2.541842 4.327504 2.633036 -0.06 0.09 -0.04
H -1.036671 5.294127 -0.508245 0.01 -0.08 -0.03
H 1.236342 4.831760 -1.388213 -0.04 -0.01 0.00
H 1.958908 2.465211 -1.643904 0.04 -0.03 0.02
N -1.890973 -0.977508 -2.547885 0.39 0.09 0.23
C -2.323250 -1.606800 -3.642195 -0.20 -0.07 -0.23
C -1.219013 -2.139552 -4.273654 -0.11 -0.02 -0.06
C -0.140032 -1.763231 -3.474351 0.09 0.18 0.24
N -0.550262 -1.059247 -2.412405 -0.27 -0.19 -0.55
H -2.391668 -0.455137 -1.836889 -0.07 0.02 0.00
H -3.372183 -1.615419 -3.900290 0.12 -0.02 0.02
H -1.195727 -2.706876 -5.189294 0.00 0.05 0.07
H 0.910978 -1.941059 -3.617361 -0.01 0.00 -0.01
```
Positions in Å, forces in eV/Å.

Properties
Highest occupied orbital energy (spin up / spin down), hartree: -0.378 / -0.385
Relative energy (zero: lowest compared OMol25 entry of this formula, charge and spin), kJ/mol: 49.0
Spin multiplicity: 2
Net charge: +1

(5)
The following is a DFT calculation (the ωB97M-V functional and the def2-TZVPD basis) of a cluster of 2 separate species, C4H8N2Si in total in a non-equilibrium geometry.

Geometry as XYZ:
```
15
Properties=species:S:1:pos:R:3:forces:R:3
C 3.201727 -0.828867 -0.182850 -1.02 0.55 -0.21
C 3.232720 0.496722 0.034374 -2.05 -0.82 1.17
C 1.220056 -0.303394 0.429766 -2.85 -0.77 0.09
C -2.244107 -0.204229 -0.823218 -0.12 3.41 1.53
N 1.929734 -1.314588 -0.009115 -0.40 -0.20 0.61
N 1.967724 0.842957 0.472293 -1.42 -0.60 0.17
Si -1.393340 -0.340438 0.863305 3.90 2.45 -1.30
H 3.997111 -1.433927 -0.464475 1.13 -0.98 -0.65
H 3.907715 1.221820 -0.111143 2.65 2.21 -0.29
H -3.180479 0.419516 -0.808145 0.23 -1.33 0.52
H -1.674721 0.566820 -1.385832 0.56 -0.91 0.31
H -2.301539 -1.088021 -1.324794 -0.48 -2.24 -1.68
H 1.586353 1.625223 0.993762 0.76 0.11 -0.56
H -1.247268 1.115039 1.208630 -0.41 -0.46 0.44
H -1.507780 -1.181713 2.045786 -0.47 -0.43 -0.14
```
Positions in Å, forces in eV/Å.

Properties
Highest occupied orbital energy, hartree: -0.303
Relative energy (zero: lowest compared OMol25 entry of this formula, charge and spin), kJ/mol: 229.8
Net charge: 0

(6)
The following is a DFT calculation (the ωB97M-V functional and the def2-TZVPD basis) of a structure of composition C4H9N3 in a non-equilibrium geometry.

Geometry as XYZ:
```
16
Properties=species:S:1:pos:R:3:forces:R:3
C 1.158642 -0.178687 1.311285 -1.92 -2.27 1.51
C 0.258773 -0.933701 0.619347 -1.02 1.66 0.25
C -0.511389 1.604682 -1.474907 2.52 -1.61 -3.57
C 0.068939 0.112748 -1.675640 -2.14 0.00 3.62
N 0.678490 -0.847153 2.548449 0.73 -0.68 0.43
N -0.393729 -1.381204 1.765610 -1.01 -1.67 1.02
N -0.412925 -1.019048 -0.567006 0.91 2.17 -4.25
H 1.946431 0.485147 1.335112 1.32 1.21 -0.64
H 0.296985 2.369023 -1.604227 -0.52 -0.72 0.73
H -1.083458 1.742818 -2.398308 -0.58 0.26 0.54
H -1.061179 1.687257 -0.618723 -1.39 0.53 2.21
H -0.205038 -0.184867 -2.649370 -0.09 -0.91 -0.82
H 1.090705 0.120353 -1.499608 2.00 -0.08 -0.18
H 0.254041 -0.369686 3.334960 0.34 0.90 -0.28
H -0.690161 -2.371032 2.004908 1.02 1.46 -0.88
H -1.395127 -0.836650 -0.431882 -0.18 -0.24 0.33
```
Positions in Å, forces in eV/Å.

Properties
Highest occupied orbital energy, hartree: -0.272
Relative energy (zero: lowest compared OMol25 entry of this formula, charge and spin), kJ/mol: 441.4
Net charge: 0

Question: Which of these has the highest relative energy (zero: lowest compared OMol25 entry of this formula, charge and spin)?
Answer: C4H6N4

Question: net charge of number 3 (C29H27N3PSe2V)?
Answer: +2

Question: Look up the net charge of the fifth one.
Answer: 0